[1]
DFT (wB97M-V/def2-TZVPD) results for a structure of composition C37H61GeN2O8P3PdS3.

```
116
Properties=species:S:1:pos:R:3
Pd 12.31 12.58 13.45
C 13.75 9.73 17.42
C 13.42 11.13 17.92
C 13.46 11.29 19.43
O 12.04 11.42 17.52
P 11.57 12.43 16.44
O 12.66 12.78 15.45
C 10.22 11.53 15.64
P 10.76 10.11 14.64
O 11.99 10.44 13.86
O 10.98 8.96 15.65
C 9.91 8.21 16.32
C 10.36 7.98 17.74
C 9.70 6.92 15.54
O 9.52 9.68 13.78
C 8.81 10.53 12.82
C 8.64 9.71 11.56
C 7.51 10.94 13.46
O 11.08 13.79 17.03
C 10.14 14.19 18.12
C 8.83 14.52 17.43
C 10.10 13.16 19.21
H 14.78 9.49 17.71
H 13.64 9.63 16.34
H 13.07 9.02 17.90
H 14.06 11.87 17.45
H 12.72 10.63 19.91
H 13.25 12.32 19.73
H 14.45 11.01 19.80
H 9.64 12.21 14.99
H 9.51 11.18 16.40
H 9.03 8.85 16.27
H 11.27 7.37 17.75
H 9.59 7.45 18.30
H 10.57 8.93 18.26
H 10.59 6.30 15.59
H 9.43 7.11 14.51
H 8.88 6.35 16.00
H 9.44 11.40 12.65
H 8.11 8.79 11.80
H 9.62 9.45 11.14
H 8.06 10.27 10.81
H 6.94 10.06 13.71
H 6.88 11.55 12.79
H 7.65 11.52 14.37
H 10.58 15.10 18.52
H 8.38 13.62 17.02
H 8.99 15.24 16.64
H 8.14 14.97 18.14
H 9.70 12.21 18.83
H 9.45 13.46 20.03
H 11.09 12.97 19.61
N 19.85 12.44 12.91
C 19.02 12.13 13.85
S 19.60 11.55 15.34
C 17.54 12.25 13.63
C 16.65 11.56 14.46
C 15.28 11.74 14.29
N 14.77 12.52 13.33
C 15.63 13.16 12.51
C 17.00 13.08 12.65
H 20.86 12.41 13.06
H 19.51 12.61 11.97
H 16.99 10.89 15.25
H 14.58 11.23 14.94
H 15.17 13.77 11.75
H 17.62 13.68 12.00
Ge 11.47 14.89 13.81
C 10.91 15.59 12.00
C 9.57 15.47 11.57
C 9.12 16.18 10.51
C 10.03 16.99 9.81
C 11.38 17.09 10.21
C 11.83 16.38 11.27
C 12.62 16.09 14.72
C 11.99 16.94 15.63
C 12.72 17.96 16.20
C 14.06 18.11 15.88
C 14.68 17.21 15.02
C 13.96 16.21 14.42
H 10.21 14.30 14.42
H 8.88 14.84 12.12
H 8.09 16.14 10.18
H 9.69 17.56 8.97
H 12.06 17.73 9.67
H 12.86 16.44 11.58
H 10.92 16.84 15.85
H 12.25 18.65 16.88
H 14.64 18.90 16.33
H 15.74 17.31 14.86
H 14.45 15.51 13.74
C 15.27 13.44 8.57
C 15.36 12.02 9.09
C 15.29 10.92 8.03
O 14.32 11.87 10.17
P 12.80 11.54 10.00
S 12.47 9.55 10.35
S 11.63 12.61 11.20
O 12.40 11.89 8.54
C 11.15 11.89 7.74
C 9.96 11.28 8.44
C 10.93 13.33 7.30
H 16.07 13.62 7.86
H 15.41 14.17 9.39
H 14.32 13.68 8.08
H 16.27 11.89 9.65
H 14.47 11.09 7.33
H 15.20 9.93 8.48
H 16.20 10.93 7.44
H 11.41 11.26 6.91
H 9.64 11.87 9.31
H 10.14 10.25 8.76
H 9.11 11.21 7.74
H 10.70 13.97 8.15
H 10.07 13.37 6.61
H 11.80 13.73 6.79
```

spin multiplicity: 5
DFT total energy: -179054.42181 eV
lowest unoccupied orbital energy (alpha / beta): -10.89 / -13.60 eV
charge: +4
E_HOMO (alpha / beta): -18.2 / -18.1 eV



[2]
DFT (wB97M-V/def2-TZVPD) results for a structure of composition C37H64As2BrN3PSeSi5Zn.

```
115
Properties=species:S:1:pos:R:3
Zn 0.37 -0.37 -0.15
N 0.07 -3.44 -1.28
P -0.23 -3.01 0.37
C 1.45 -3.31 1.10
C 1.92 -2.44 2.08
C 3.17 -2.64 2.65
C 3.97 -3.69 2.23
C 3.50 -4.57 1.27
C 2.24 -4.39 0.72
C -0.92 -4.64 0.89
C -1.01 -4.84 2.27
C -1.65 -5.96 2.79
C -2.21 -6.89 1.93
C -2.15 -6.69 0.56
C -1.51 -5.57 0.04
C 0.26 -2.59 -2.35
C 0.94 -3.05 -3.49
C 1.11 -2.20 -4.56
C 0.62 -0.90 -4.47
C -0.04 -0.53 -3.32
N -0.23 -1.35 -2.27
H 0.51 -4.34 -1.42
H 1.28 -1.63 2.42
H 3.52 -1.97 3.43
H 4.96 -3.83 2.66
H 4.12 -5.41 0.96
H 1.87 -5.12 0.01
H -0.60 -4.09 2.94
H -1.72 -6.10 3.86
H -2.71 -7.77 2.33
H -2.60 -7.41 -0.11
H -1.50 -5.42 -1.03
H 1.32 -4.06 -3.52
H 1.61 -2.54 -5.46
H 0.74 -0.18 -5.27
H -0.43 0.47 -3.20
Se -1.24 -0.89 3.50
Br -5.08 0.48 -3.57
C -3.66 1.42 -2.73
C -3.52 2.78 -2.93
C -2.47 3.41 -2.28
C -1.64 2.66 -1.47
N -1.78 1.35 -1.28
C -2.77 0.73 -1.93
H -4.22 3.32 -3.56
H -2.30 4.47 -2.40
H -0.80 3.11 -0.94
H -2.84 -0.34 -1.78
C 3.77 0.19 -2.93
Si 4.06 1.10 -1.29
C 4.47 -0.21 0.01
C 5.64 2.12 -1.55
As 2.07 2.24 -0.83
Si 2.42 4.32 -1.96
C 1.23 5.62 -1.23
C 1.74 3.83 -3.68
C 4.02 5.31 -2.28
Si 2.46 2.81 1.43
C 2.35 1.33 2.59
C 4.12 3.71 1.66
C 1.12 4.03 2.00
H 4.69 -0.27 -3.31
H 3.39 0.87 -3.69
H 3.03 -0.60 -2.79
H 5.23 -0.90 -0.36
H 3.58 -0.78 0.28
H 4.87 0.25 0.93
H 6.45 1.49 -1.94
H 5.99 2.58 -0.62
H 5.47 2.92 -2.27
H 0.35 5.13 -0.80
H 0.89 6.33 -1.99
H 1.72 6.18 -0.44
H 0.77 3.34 -3.53
H 2.40 3.10 -4.14
H 1.60 4.66 -4.37
H 4.56 5.50 -1.35
H 3.79 6.28 -2.73
H 4.70 4.79 -2.96
H 2.95 0.48 2.24
H 1.32 0.99 2.67
H 2.69 1.60 3.59
H 4.96 3.01 1.66
H 4.15 4.26 2.60
H 4.29 4.42 0.84
H 0.15 3.70 1.63
H 1.30 5.04 1.64
H 1.07 4.06 3.09
C -4.65 0.90 3.92
Si -3.64 1.44 2.41
C -2.50 2.85 3.00
C -4.81 2.26 1.15
As -2.28 -0.24 1.50
Si -4.00 -1.86 1.19
C -3.73 -2.80 -0.46
C -4.10 -3.10 2.62
C -5.75 -1.17 0.94
H -5.00 1.76 4.50
H -4.02 0.28 4.56
H -5.53 0.31 3.63
H -3.01 3.54 3.68
H -2.12 3.42 2.15
H -1.64 2.42 3.53
H -5.39 3.05 1.63
H -5.50 1.54 0.71
H -4.24 2.71 0.33
H -2.70 -2.72 -0.81
H -4.38 -2.41 -1.25
H -3.96 -3.86 -0.34
H -3.13 -3.13 3.13
H -4.33 -4.11 2.28
H -4.84 -2.79 3.35
H -5.79 -0.53 0.05
H -6.09 -0.58 1.79
H -6.46 -1.98 0.78
```

DFT total energy: -398046.39241 eV
lowest unoccupied orbital energy: 2.19 eV
charge: -1
E_HOMO: -2.8 eV



[3]
DFT (wB97M-V/def2-TZVPD) results for a cluster of 10 separate species, C37H65BN2O10 in total.

```
115
Properties=species:S:1:pos:R:3
C -1.12 -1.91 5.75
C -0.13 -2.44 6.84
B 0.80 -1.32 7.45
O 1.00 -1.09 8.79
C 1.53 -0.32 6.43
C 2.83 -0.65 5.91
N 3.52 0.07 5.05
C 2.84 1.21 4.70
C 3.45 2.09 3.76
C 2.86 3.25 3.35
C 1.57 3.62 3.86
C 0.98 2.80 4.78
C 1.59 1.58 5.22
N 0.90 0.80 6.11
H -1.03 -2.46 4.80
H -0.97 -0.84 5.52
H -2.17 -2.01 6.05
H 0.51 -3.21 6.34
H -0.75 -2.97 7.59
H 0.85 -1.91 9.29
H 3.29 -1.59 6.25
H 4.42 1.86 3.31
H 3.31 3.92 2.61
H 1.06 4.54 3.53
H 0.00 3.07 5.17
C -0.98 6.71 -0.14
C -0.30 5.73 0.78
C -0.46 4.27 0.47
O 0.36 6.11 1.73
H -0.78 7.73 0.20
H -0.60 6.60 -1.15
H -2.06 6.54 -0.12
H -0.06 4.05 -0.52
H -1.51 3.99 0.51
H 0.09 3.68 1.21
C -2.17 1.11 -3.27
C -0.86 1.62 -2.72
C 0.38 1.30 -3.51
O -0.81 2.25 -1.68
H -2.98 1.41 -2.60
H -2.35 1.54 -4.25
H -2.15 0.02 -3.33
H 0.31 1.74 -4.50
H 0.51 0.22 -3.58
H 1.25 1.72 -3.00
C 5.73 -2.31 9.71
C 5.44 -1.98 8.27
C 6.39 -1.04 7.57
O 4.49 -2.46 7.69
H 4.98 -3.00 10.08
H 6.71 -2.78 9.80
H 5.70 -1.40 10.31
H 7.39 -1.45 7.56
H 6.38 -0.07 8.08
H 6.06 -0.89 6.54
C 2.53 -3.16 2.40
C 1.67 -3.90 3.39
C 1.12 -5.25 2.96
O 1.42 -3.44 4.48
H 2.85 -2.22 2.83
H 3.42 -3.76 2.16
H 1.96 -2.96 1.49
H 1.95 -5.93 2.75
H 0.50 -5.13 2.08
H 0.52 -5.66 3.77
C -7.16 1.41 -4.22
C -5.75 1.75 -4.63
C -5.47 3.18 -5.01
O -4.87 0.92 -4.66
H -7.22 0.35 -3.98
H -7.44 1.98 -3.34
H -7.85 1.62 -5.04
H -5.67 3.84 -4.16
H -6.08 3.47 -5.87
H -4.42 3.28 -5.28
C 3.68 -0.67 -6.58
C 2.79 -1.35 -5.57
C 2.20 -2.68 -5.97
O 2.56 -0.86 -4.49
H 4.03 0.28 -6.16
H 4.54 -1.30 -6.81
H 3.11 -0.46 -7.49
H 2.99 -3.39 -6.18
H 1.57 -2.55 -6.86
H 1.58 -3.06 -5.16
C 4.26 -2.02 -2.32
C 4.72 -3.32 -2.92
C 5.63 -4.19 -2.08
O 4.39 -3.66 -4.03
H 3.61 -1.49 -3.03
H 3.69 -2.21 -1.41
H 5.12 -1.39 -2.09
H 5.12 -4.47 -1.16
H 6.54 -3.65 -1.84
H 5.88 -5.09 -2.63
C -0.83 3.76 -8.36
C -1.74 3.11 -7.35
C -2.36 1.79 -7.73
O -1.95 3.62 -6.27
H -0.45 4.70 -7.95
H 0.02 3.11 -8.58
H -1.38 3.98 -9.27
H -1.59 1.05 -7.92
H -2.99 1.92 -8.62
H -2.99 1.43 -6.91
C -8.02 -1.93 -1.45
C -9.36 -1.29 -1.66
C -10.56 -1.97 -1.03
O -9.49 -0.28 -2.32
H -7.25 -1.34 -1.96
H -7.78 -1.96 -0.39
H -8.01 -2.94 -1.86
H -10.43 -2.00 0.05
H -10.66 -2.98 -1.43
H -11.46 -1.40 -1.27
```

structure (SMILES): CCB(O)c1cnc2ccccc2n1.CC(C)=O.CC(C)=O.CC(C)=O.CC(C)=O.CC(C)=O.CC(C)=O.CC(C)=O.CC(C)=O.CC(C)=O
DFT total energy: -63555.74309 eV
lowest unoccupied orbital energy: 0.36 eV
charge: 0
E_HOMO: -8.3 eV



[4]
DFT (wB97M-V/def2-TZVPD) results for a cluster of 4 separate species, C37H65Cl4N2O15 in total.

```
123
Properties=species:S:1:pos:R:3
C -1.25 -3.09 1.97
O 0.03 -2.49 1.76
C -0.10 -1.14 1.39
C 1.27 -0.43 1.55
C 1.31 0.05 3.03
Cl 2.77 0.89 3.59
C 0.87 -1.01 4.11
C 1.82 -2.17 4.35
Cl 0.73 -0.15 5.69
C 2.39 -1.33 0.98
C 2.10 -2.24 -0.24
C 2.54 -1.89 -1.65
O 3.64 -2.12 -2.06
Cl 1.36 -1.28 -2.84
C 3.82 -0.69 0.81
C 4.74 -1.14 1.97
C 5.35 -2.51 1.67
O 4.35 -3.49 1.87
C 3.85 0.83 0.37
C 4.95 1.61 1.13
C 4.85 3.13 1.11
O 4.29 3.74 1.99
C 4.17 0.82 -1.16
C 5.07 1.90 -1.71
O 4.75 2.91 -2.27
O 6.42 1.60 -1.51
C 6.96 0.71 -2.47
C 7.07 1.22 -3.86
O 7.31 -0.37 -2.10
C 2.52 1.62 0.64
Cl 2.22 2.92 -0.53
N 1.22 0.84 0.71
O 0.65 0.60 -0.55
C -0.61 1.29 -0.66
C -1.39 0.74 -1.84
N -2.79 1.16 -1.77
C -3.82 0.13 -1.83
C -4.91 0.51 -2.85
C -4.43 0.16 -4.27
O -6.05 -0.30 -2.55
H -1.10 -4.15 2.13
H -1.75 -2.66 2.85
H -1.88 -2.92 1.10
H -0.86 -0.63 1.99
H -0.44 -1.10 0.35
H 0.52 0.81 3.10
H -0.16 -1.30 3.95
H 1.42 -2.75 5.18
H 1.92 -2.84 3.51
H 2.78 -1.79 4.69
H 2.53 -2.07 1.76
H 1.08 -2.61 -0.29
H 2.70 -3.13 -0.05
H 4.22 -1.28 0.00
H 5.58 -0.48 2.17
H 4.20 -1.29 2.90
H 5.76 -2.54 0.66
H 6.17 -2.66 2.37
H 4.75 -4.36 1.81
H 4.97 1.35 2.18
H 5.93 1.33 0.74
H 5.30 3.68 0.27
H 3.27 0.76 -1.77
H 4.73 -0.10 -1.39
H 7.34 0.40 -4.51
H 6.15 1.67 -4.21
H 7.86 1.97 -3.93
H 2.57 2.18 1.56
H 0.56 1.46 1.19
H -1.23 1.12 0.24
H -0.43 2.36 -0.74
H -0.95 1.13 -2.76
H -1.30 -0.34 -1.79
H -2.96 1.73 -0.96
H -4.28 -0.02 -0.85
H -3.43 -0.84 -2.13
H -5.14 1.56 -2.77
H -5.06 -0.63 -4.66
H -4.43 1.01 -4.95
H -3.41 -0.23 -4.26
H -6.77 0.26 -2.26
O -6.00 -1.56 3.63
C -6.73 -2.06 2.83
O -6.16 -2.72 1.79
C -6.91 -3.47 0.83
C -7.42 -2.58 -0.28
C -8.23 -1.93 2.90
H -7.71 -4.04 1.31
H -6.21 -4.20 0.43
H -8.11 -1.83 0.09
H -7.93 -3.17 -1.05
H -6.58 -2.05 -0.75
H -8.52 -0.98 2.46
H -8.52 -1.93 3.95
H -8.77 -2.74 2.42
O -11.05 -2.59 5.12
C -11.77 -1.81 4.57
O -11.21 -0.78 3.91
C -11.94 0.11 3.07
C -12.57 1.24 3.85
C -13.27 -1.91 4.66
H -12.68 -0.43 2.47
H -11.21 0.51 2.37
H -13.30 0.87 4.57
H -13.07 1.94 3.18
H -11.81 1.78 4.41
H -13.60 -1.44 5.59
H -13.54 -2.96 4.69
H -13.80 -1.45 3.83
O 9.53 1.75 -5.81
C 10.20 2.74 -5.93
O 10.69 3.32 -4.82
C 11.63 4.39 -4.85
C 10.96 5.74 -5.01
C 10.45 3.37 -7.28
H 12.39 4.22 -5.62
H 12.14 4.34 -3.89
H 10.42 5.82 -5.96
H 11.69 6.54 -4.97
H 10.23 5.89 -4.21
H 9.61 4.01 -7.53
H 10.52 2.57 -8.02
H 11.37 3.95 -7.34
```

DFT total energy: -123195.71708 eV
lowest unoccupied orbital energy: -2.33 eV
charge: +1
E_HOMO: -11.5 eV